[1]
DFT (ωB97M-V/def2-TZVPD) results for a 2-piece molecular cluster, C4H9N2O overall at a distorted geometry.

```
16
Properties=species:S:1:pos:R:3:mulliken_charge:R:1
C 1.3204 1.0323 -1.0644 0.802
C -0.1830 -0.1302 0.1369 0.106
C 1.9458 0.1858 -2.0166 -0.896
C -1.7837 0.1753 1.9494 -1.031
N -0.3967 -1.4351 0.0202 -0.339
N -0.7416 0.6208 1.1187 -0.074
O 1.4727 2.0574 -0.5837 -0.266
H 1.4265 0.2402 -3.0252 0.304
H 3.0319 0.6060 -2.0932 0.324
H 2.1316 -0.9096 -1.7865 0.317
H -1.4714 -0.5819 2.6359 0.376
H -2.6131 -0.4042 1.3845 0.325
H -2.3890 1.0671 2.3277 0.315
H -0.1359 -2.1968 -0.6923 0.258
H -1.0708 -1.8871 0.6490 0.222
H -0.5437 1.5600 1.0397 0.258
```

Calculated values
- total energy (eV) = -9312.798
- energy above the lowest of the compared OMol25 structures with the same formula, charge and spin (kcal/mol) = 74.21
- net charge = +1
- F_max (eV/Å) = 4.73
- orbital gap (eV) = 10.42


[2]
DFT (ωB97M-V/def2-TZVPD) results for C4H5NO3 as an isolated structure at a distorted geometry.

```
13
Properties=species:S:1:pos:R:3:mulliken_charge:R:1
C 0.1124 0.3741 -0.0403 0.490
C 2.2063 -0.8274 -0.0890 0.200
C -0.7629 -0.6210 -0.1481 0.010
C -2.0979 -0.5535 0.3358 -0.179
H -0.9398 2.2896 -0.1750 0.338
H 0.7629 2.2554 0.0949 0.346
H 3.2932 -0.8288 -0.5290 0.293
H -0.1101 -1.5176 -0.9300 0.163
H -2.3913 0.4587 1.1918 0.239
N -0.1777 1.7258 0.4607 -0.615
O 1.4701 0.1527 -0.6317 -0.317
O 1.7625 -1.7015 0.7267 -0.470
O -3.1277 -1.2065 -0.2665 -0.498
```

Calculated values
- total energy (eV) = -11856.677
- energy above the lowest of the compared OMol25 structures with the same formula, charge and spin (kcal/mol) = 122.77
- F_max (eV/Å) = 8.04
- orbital gap (eV) = 9.05


[3]
DFT (ωB97M-V/def2-TZVPD) results for C2H3N4O as an isolated structure at a distorted geometry.

```
10
Properties=species:S:1:pos:R:3:mulliken_charge:R:1
C 0.6928 -1.4999 -0.6886 -0.026
C 0.0143 -0.0037 0.5142 0.354
N 0.8537 -0.9774 0.6062 -0.647
N -0.3258 -1.0145 -1.3523 -0.787
N -0.7990 -0.0939 -0.5225 0.218
N -0.1135 1.3873 1.3135 -0.247
O -1.1442 2.0349 0.6205 -0.784
H 1.3825 -2.4068 -0.9892 0.300
H -1.3442 0.8439 -0.5864 0.401
H 0.7835 1.7300 1.0846 0.218
```

Calculated values
- total energy (eV) = -10128.236
- energy above the lowest of the compared OMol25 structures with the same formula, charge and spin (kcal/mol) = 54.55
- net charge = -1
- F_max (eV/Å) = 5.15
- orbital gap (eV) = 7.23


[4]
DFT (ωB97M-V/def2-TZVPD) results for a 3-piece molecular cluster, C25H44Br2NO8 overall at a distorted geometry.

```
80
Properties=species:S:1:pos:R:3:mulliken_charge:R:1
C 5.5043 2.1193 -5.9331 -0.655
C 4.7070 1.7288 -4.7258 -0.209
N 3.5257 0.7374 -4.7657 0.510
C 3.9316 -0.6767 -5.2316 -0.059
C 2.8486 -1.8972 -5.3519 -0.772
C 1.2664 -1.6102 -4.9042 0.458
C 0.2394 -2.8740 -5.0404 0.343
O 0.7687 -4.0861 -5.3701 -0.476
O -1.2274 -2.8498 -4.8993 -0.413
C 0.9340 -0.0961 -4.3793 0.145
C -0.6357 0.1866 -3.8740 0.457
C -1.6122 0.7379 -5.0777 -0.954
C 2.1005 1.1042 -4.3405 0.020
C 1.7120 2.6533 -3.8419 -0.307
Br 2.0846 4.0325 -5.2988 -0.016
C 2.3657 3.0544 -2.3931 0.100
C 3.5019 4.2346 -2.4414 -1.108
Br 3.0482 1.4140 -1.3902 -0.103
H 5.1514 2.0330 -7.0454 0.281
H 6.5901 2.5798 -5.7506 0.261
H 5.0218 2.1460 -3.6810 0.267
H 5.0605 -0.9162 -5.5245 0.358
H 3.1512 -2.9743 -5.7282 0.378
H -1.5015 -3.2461 -3.9971 0.373
H -0.6399 1.0162 -3.0153 -0.707
H -1.0934 -0.7769 -3.3367 0.345
H -2.1456 1.7339 -4.6920 0.321
H -1.0429 0.9161 -6.0923 0.296
H -2.5067 -0.0425 -5.1992 0.285
H 0.5285 2.7200 -3.6964 0.349
H 1.4851 3.4764 -1.7063 0.248
H 4.0929 4.2020 -1.4049 0.326
H 2.9420 5.2740 -2.4417 0.391
H 4.2678 4.1579 -3.3217 0.302
C -3.3207 3.1266 4.3306 -0.874
O -3.2020 2.2573 3.2107 -0.202
C -4.3016 2.3726 2.3069 -0.606
C -3.8273 2.2417 0.8544 -0.165
O -3.1167 3.3896 0.3695 -0.497
C -1.8005 3.5964 0.9023 -0.620
C -0.7719 2.5458 0.4623 -0.033
O -0.9882 1.3196 1.1613 -0.146
C -0.6330 0.1777 0.3990 -0.894
H -4.1194 2.7799 4.9899 0.323
H -2.3735 3.1115 4.8737 0.234
H -3.5123 4.1560 4.0087 0.378
H -4.8243 3.3266 2.4338 0.391
H -4.9944 1.5550 2.5377 0.385
H -4.7193 2.1640 0.2228 0.415
H -3.2586 1.3273 0.6890 -0.031
H -1.8321 3.7021 1.9873 0.125
H -1.4769 4.5648 0.5084 0.446
H 0.2325 2.8899 0.7000 0.438
H -0.8569 2.3974 -0.6220 -0.127
H -1.0860 0.2087 -0.5911 0.336
H -1.0210 -0.7057 0.9161 0.374
H 0.4506 0.0976 0.3221 0.286
C -0.9336 -6.3811 3.7693 -0.814
O -1.2662 -5.0547 4.1620 -0.253
C -1.6506 -4.9685 5.5347 -0.559
C -1.1313 -3.6698 6.1637 -0.195
O 0.2826 -3.6662 6.4059 -0.472
C 1.1271 -3.5795 5.2491 -0.350
C 1.0629 -2.2287 4.5236 -0.558
O -0.1550 -2.1215 3.7858 -0.244
C -0.6291 -0.7884 3.6906 -0.799
H -1.8348 -6.9970 3.7324 0.331
H -0.4858 -6.3381 2.7743 0.221
H -0.2000 -6.8200 4.4543 0.366
H -1.2783 -5.8240 6.1080 0.354
H -2.7464 -4.9725 5.5624 0.380
H -1.5955 -3.5743 7.1518 0.415
H -1.4366 -2.7894 5.5994 0.002
H 0.9434 -4.4128 4.5698 0.100
H 2.1471 -3.7080 5.6243 0.428
H 1.8864 -2.1493 3.8169 0.393
H 1.1426 -1.4230 5.2647 0.339
H -0.6608 -0.3109 4.6691 0.453
H -1.6521 -0.8224 3.3024 0.147
H -0.0071 -0.2149 3.0045 0.342
```

Calculated values
- total energy (eV) = -184570.275
- net charge = +1
- F_max (eV/Å) = 9.22
- orbital gap (eV) = 4.79


[5]
DFT (ωB97M-V/def2-TZVPD) results for C44H49AgN4STe as an isolated structure.

```
100
Properties=species:S:1:pos:R:3:mulliken_charge:R:1
Ag -0.8410 0.5113 -1.6028 0.475
C 0.1809 -1.5210 4.4364 -1.712
C -0.1816 -1.7949 2.9708 2.454
C 0.0876 -3.2682 2.6413 -1.478
C -1.6232 -1.4453 2.6237 1.028
C -2.6170 -2.0827 3.3600 -0.422
C -3.9628 -1.9956 3.0338 -1.517
C -4.3067 -1.2477 1.9127 0.076
C -3.3621 -0.5625 1.1638 0.761
C -3.8218 0.2744 -0.0136 1.776
C -4.8522 1.3298 0.3870 -1.773
C -4.3461 -0.5948 -1.1585 -1.138
C -1.9721 -0.6043 1.5090 -1.505
N -1.0855 0.1010 0.7363 0.877
C -0.0301 0.7913 1.2908 -0.586
C 1.1656 1.0813 0.6488 -0.818
N 1.4803 0.7638 -0.6551 1.161
C 2.8136 0.6449 -0.9981 -1.227
C 3.6964 -0.2649 -0.3224 0.920
C 5.0570 -0.2853 -0.6042 -0.267
C 5.6153 0.5163 -1.5855 -1.533
C 4.7603 1.3391 -2.3080 -0.709
C 3.3961 1.4250 -2.0488 0.895
C 2.6134 2.4175 -2.8944 0.352
C 1.8210 3.4471 -2.0794 -1.067
C 1.7470 1.6936 -3.9328 -1.163
C 3.1731 -1.3253 0.6340 2.700
C 3.5226 -2.7281 0.1161 -1.652
C 3.6891 -1.1622 2.0682 -1.453
C 1.9457 1.9937 1.5302 -0.280
C 3.1410 2.6605 1.4367 0.548
C 3.5538 3.4963 2.5193 -1.154
C 2.7966 3.6868 3.6460 -0.964
C 1.5310 3.0339 3.7530 1.083
C 0.5665 3.1798 4.7975 -0.962
C -0.6399 2.5391 4.6842 -0.827
C -0.9802 1.7094 3.5730 0.110
C -0.0565 1.5206 2.5772 0.452
C 1.1771 2.2101 2.7031 -0.192
H 1.2510 -1.6850 4.6045 0.346
H -0.3719 -2.1911 5.1067 0.339
H -0.0513 -0.4919 4.7111 0.292
H 0.4762 -1.1965 2.3500 -1.202
H -0.5295 -3.9232 3.2667 0.336
H 1.1398 -3.5217 2.8152 0.426
H -0.1524 -3.4700 1.5951 0.219
H -2.3251 -2.7023 4.2062 0.220
H -4.7178 -2.5016 3.6265 0.359
H -5.3540 -1.1722 1.6279 0.229
H -2.9561 0.8053 -0.3864 -0.832
H -5.8200 0.8718 0.6290 0.338
H -5.0024 2.0378 -0.4342 0.385
H -4.5092 1.8888 1.2612 0.342
H -5.2341 -1.1610 -0.8490 0.281
H -3.5769 -1.3080 -1.4735 0.045
H -4.6124 0.0239 -2.0231 0.300
H 5.6984 -0.9771 -0.0617 0.238
H 6.6789 0.4919 -1.7945 0.317
H 5.1725 1.9718 -3.0902 0.293
H 3.3635 2.9827 -3.4541 0.385
H 1.0095 2.9714 -1.5371 -0.193
H 1.3934 4.2060 -2.7428 0.489
H 2.4720 3.9422 -1.3485 0.272
H 1.0260 1.0468 -3.4444 -0.046
H 2.3739 1.0740 -4.5831 0.307
H 1.1890 2.4049 -4.5494 0.411
H 2.0902 -1.2447 0.6658 -1.762
H 4.6063 -2.8773 0.0846 0.349
H 3.1341 -2.8823 -0.8939 0.366
H 3.0954 -3.4946 0.7711 0.377
H 4.7805 -1.2674 2.1025 0.424
H 3.2540 -1.9303 2.7186 0.339
H 3.4250 -0.1836 2.4723 0.198
H 3.7808 2.5608 0.5669 0.549
H 4.5089 4.0043 2.4397 0.401
H 3.1409 4.3391 4.4429 0.349
H 0.7801 3.8142 5.6523 0.364
H -1.3762 2.6685 5.4704 0.366
H -1.9539 1.2338 3.5386 0.597
Te -2.2122 2.6854 -2.6830 -0.174
C -3.3230 2.1051 -4.3615 0.025
C -3.9180 2.9273 -5.2876 -0.535
C -4.6227 2.2344 -6.3190 -0.322
C -4.5631 0.8802 -6.1837 -0.658
S -3.6307 0.4620 -4.7970 -0.051
H -3.8446 4.0073 -5.2152 0.345
H -5.1490 2.7302 -7.1274 0.320
H -4.9904 0.1167 -6.8214 0.325
C -1.5958 -5.2000 -2.4182 -1.007
N -0.9755 -3.9054 -2.2499 0.200
C 0.0905 -3.6154 -1.4212 -0.748
C 0.3100 -2.2755 -1.5494 -0.061
N -0.5820 -1.7463 -2.4640 -0.374
C -1.3274 -2.7468 -2.8591 -0.502
H -0.8332 -5.9669 -2.5416 0.351
H -2.2220 -5.1867 -3.3076 0.318
H -2.2154 -5.4557 -1.5584 0.313
H 0.5564 -4.3708 -0.8058 0.507
H 1.0326 -1.6339 -1.0569 0.250
H -2.1334 -2.6872 -3.5807 0.391
```

Calculated values
- total energy (eV) = -74513.276
- net charge = -2
- F_max (eV/Å) = 0.39
- orbital gap (eV) = 3.89


[6]
DFT (ωB97M-V/def2-TZVPD) results for C14H18FeNO3 as an isolated structure at a distorted geometry.

```
37
Properties=species:S:1:pos:R:3:mulliken_charge:R:1
O 2.3065 1.2381 0.9002 -0.345
C 1.1520 1.0700 0.8371 0.102
Fe -0.5032 0.4902 0.8980 0.431
C -0.7311 0.7708 2.6484 0.295
O -0.6184 1.2031 3.7224 -0.295
C -1.2095 2.0001 0.4265 0.141
O -1.3342 3.1566 0.3712 -0.335
C 0.7221 -1.9271 0.8109 0.204
C 0.9163 -1.5490 -0.6006 -0.396
C -0.0258 -0.3829 -0.8816 -0.549
C -1.4006 -0.6480 -0.6153 -1.043
C -1.6604 -1.2557 0.6218 -0.393
C -0.5288 -1.6852 1.3851 -1.305
H 1.5544 -2.1179 1.4678 0.632
H 1.9665 -1.3263 -0.8406 0.343
H 0.6401 -2.3958 -1.2656 0.367
H 0.2561 0.2971 -1.6939 0.604
H -2.1998 -0.2638 -1.2561 0.437
H -2.6693 -1.3393 1.0350 0.493
H -0.7041 -1.9867 2.4274 0.627
C 5.9664 -3.8014 1.0212 -0.677
C 5.3640 -2.4556 1.4309 -0.852
C 3.8538 -2.5325 1.6316 -0.316
N 3.0949 -3.2712 0.6180 0.089
C 3.7546 -4.3641 -0.1198 -0.639
C 5.2792 -4.3236 -0.2364 -0.571
H 7.0408 -3.6936 0.8497 0.352
H 5.8288 -4.5177 1.8395 0.319
H 5.8123 -2.1110 2.3702 0.380
H 5.5835 -1.6986 0.6676 0.372
H 3.6406 -2.9544 2.6299 0.351
H 3.4492 -1.5115 1.6359 0.344
H 2.2358 -3.6641 1.0003 0.451
H 3.4615 -5.3236 0.3484 0.375
H 3.3106 -4.3676 -1.1262 0.331
H 5.5460 -3.6962 -1.0930 0.342
H 5.6294 -5.3380 -0.4513 0.330
```

Calculated values
- total energy (eV) = -56816.508
- energy above the lowest of the compared OMol25 structures with the same formula, charge and spin (kcal/mol) = 16.71
- multiplicity = 5
- ⟨S²⟩ = 6.127
- net charge = +1
- F_max (eV/Å) = 6.32
- orbital gap (spin up / spin down) (eV) = 5.74 / 4.02


[7]
DFT (ωB97M-V/def2-TZVPD) results for one molecule with the formula C7H12N2O3S at a distorted geometry.

```
25
Properties=species:S:1:pos:R:3:mulliken_charge:R:1
C -1.8959 -1.0653 -1.7909 -0.953
C -2.0612 -1.6067 -0.4014 0.439
O -3.1085 -1.9867 0.0282 -0.492
N -0.8825 -1.6519 0.4788 0.019
C 0.2573 -2.2773 -0.1965 -0.850
S -0.5978 -0.0121 0.9461 0.125
N 0.9865 0.2600 0.7155 -0.174
C 1.3751 1.3622 0.1535 0.666
C 1.1337 2.6719 0.8137 -1.252
C 2.0576 1.3303 -1.1655 -1.087
C -0.9858 0.0638 2.8916 0.698
O -2.1533 0.3380 2.9735 -0.562
O -0.0122 -0.1129 3.5792 -0.573
H -1.4692 -1.8058 -2.4594 0.305
H -1.2224 -0.2106 -1.7806 0.296
H -2.8574 -0.7134 -2.1398 0.334
H 1.1163 -2.2724 0.4608 0.338
H 0.5342 -1.8044 -1.1382 0.307
H 0.0037 -3.3149 -0.3925 0.344
H 1.0117 2.5004 1.8767 0.366
H 0.1882 3.0654 0.4282 0.320
H 1.9397 3.3711 0.6201 0.434
H 1.5478 0.5923 -1.7794 0.257
H 3.0855 0.9894 -1.0538 0.324
H 2.0091 2.2895 -1.6678 0.370
```

Calculated values
- total energy (eV) = -27408.505
- energy above the lowest of the compared OMol25 structures with the same formula, charge and spin (kcal/mol) = 77.26
- F_max (eV/Å) = 2.17
- orbital gap (eV) = 7.82


[8]
DFT (ωB97M-V/def2-TZVPD) results for an isolated ion of composition C5H12NO and charge +2.

```
19
Properties=species:S:1:pos:R:3:mulliken_charge:R:1
C -1.1227 1.2913 1.4919 -1.641
C -0.9841 0.2715 0.3690 0.426
C 0.3366 -0.4947 0.5017 -1.338
C 1.0387 -1.0767 -0.7349 -0.517
C 2.0104 -0.1226 -1.4806 0.197
O 2.0569 1.0243 -1.1855 0.012
N -2.1869 -0.6783 0.3599 -0.245
H -2.1250 1.7181 1.5671 0.516
H -0.5126 2.1513 1.2220 0.428
H -0.7958 0.9453 2.4697 0.410
H -1.0050 0.8183 -0.5643 0.251
H 0.2573 -1.2854 1.2538 0.612
H 1.0470 0.1534 1.0104 0.532
H 0.3989 -1.4734 -1.5315 0.385
H 1.7011 -1.9100 -0.4508 0.428
H 2.6997 -0.5246 -2.2600 0.434
H -1.9169 -1.6634 0.3462 0.352
H -2.7759 -0.5367 -0.4662 0.381
H -2.7715 -0.4986 1.1805 0.378
```

Calculated values
- total energy (eV) = -8896.882
- energy above the lowest of the compared OMol25 structures with the same formula, charge and spin (kcal/mol) = 17.98
- multiplicity = 2
- ⟨S²⟩ = 0.757
- net charge = +2
- F_max (eV/Å) = 0.57
- orbital gap (spin up / spin down) (eV) = 11.48 / 7.60


[9]
DFT (ωB97M-V/def2-TZVPD) results for C18H47HgN3O5 as an isolated structure at a distorted geometry.

```
74
Properties=species:S:1:pos:R:3:mulliken_charge:R:1
Hg 0.1071 -0.3356 -0.6463 3.025
C 2.2065 -0.7283 -4.4070 -1.294
C 0.6251 -0.6096 -4.3669 0.389
C -0.0175 -1.6642 -5.2185 -1.421
O 0.1517 -0.5527 -3.0156 -0.778
H 2.5110 -0.9609 -5.4274 0.446
H 2.5698 -1.5414 -3.7785 0.241
H 2.7193 0.2140 -4.2143 0.216
H 0.4292 0.3135 -4.9123 0.188
H -0.1304 -2.6572 -4.7834 0.268
H 0.5676 -1.9194 -6.1020 0.401
H -0.9883 -1.2966 -5.5510 0.346
C -2.9666 -3.0427 -1.3343 -1.127
C -3.3545 -1.7748 -0.5798 0.171
C -4.1869 -2.0963 0.6966 -1.218
O -2.1881 -1.0718 -0.3458 -0.927
H -2.2086 -2.8719 -2.0988 0.060
H -3.8529 -3.5765 -1.6772 0.441
H -2.4464 -3.6922 -0.6303 0.274
H -3.9934 -1.1886 -1.2403 0.166
H -4.9951 -2.7252 0.3233 0.472
H -4.6820 -1.2372 1.1492 0.143
H -3.7664 -2.6462 1.5386 0.289
C 0.5642 3.3563 1.1815 -1.356
C 0.1906 3.2721 -0.2838 0.340
C 1.4453 3.2945 -1.2265 -0.955
O 2.5525 2.5888 -0.6300 -0.274
C 3.8809 2.9012 -0.9580 -0.935
N -0.5962 2.0487 -0.5445 -0.669
H 1.1302 4.2877 1.1925 0.507
H 1.0875 2.5575 1.7069 -0.033
H -0.2048 3.7567 1.8421 0.475
H -0.3859 4.1330 -0.6223 0.429
H 1.7865 4.3193 -1.3728 0.512
H 1.2286 3.0451 -2.2652 0.405
H 4.0090 2.9657 -2.0385 0.373
H 4.5255 2.1162 -0.5626 0.237
H 4.1672 3.8479 -0.4999 0.307
H -0.8845 2.1224 -1.5097 0.266
H -1.5106 2.0948 -0.1180 0.291
C 3.7248 -0.9877 1.6865 -1.744
C 2.7838 -1.1826 0.5085 1.074
C 1.8775 -2.3284 0.8696 -1.311
O 0.7863 -2.4142 -0.1550 -0.438
C 1.1225 -3.2016 -1.3124 -0.581
N 2.0861 0.0556 0.3854 -0.297
H 4.4025 -1.8226 1.8644 0.460
H 3.2630 -0.9302 2.6722 0.399
H 4.4577 -0.2030 1.4988 0.428
H 3.3744 -1.4241 -0.3752 0.283
H 1.2941 -2.2340 1.7855 0.225
H 2.3853 -3.2924 0.8408 0.491
H 1.6597 -2.6130 -2.0561 0.049
H 0.2641 -3.5444 -1.8901 0.170
H 1.7610 -4.0203 -0.9805 0.451
H 2.7098 0.6829 -0.1020 -0.224
H 2.2904 0.4748 1.2813 0.188
C 0.1439 0.9565 3.8947 -1.268
C -1.0798 0.4372 3.1413 0.283
C -2.4447 1.0617 3.5464 -1.081
O -3.5942 0.5562 2.8954 -0.242
C -4.7843 0.8696 3.6408 -0.934
N -0.8896 0.4432 1.6635 -0.146
H 0.2430 2.0202 4.1113 0.287
H 1.0566 0.5225 3.4866 0.105
H 0.2256 0.4025 4.8299 0.495
H -1.0980 -0.6297 3.3637 0.391
H -2.3317 2.1422 3.4588 0.333
H -2.6406 0.9703 4.6147 0.592
H -5.6436 0.9992 2.9829 0.245
H -4.6828 1.8159 4.1721 0.433
H -5.0630 0.1174 4.3788 0.327
H -1.6441 -0.1175 1.2942 0.174
H -1.1125 1.3717 1.3342 -0.307
```

Calculated values
- total energy (eV) = -38303.972
- energy above the lowest of the compared OMol25 structures with the same formula, charge and spin (kcal/mol) = 77.42
- F_max (eV/Å) = 3.16
- orbital gap (eV) = 6.95